No. 1
DFT (ωB97M-V/def2-TZVPD) results for a molecular structure, C20H32BIrN7O2.

Geometry (Å):
Ir 0.08 -0.15 -0.26
C 3.14 1.02 3.02
C 2.45 -0.25 2.53
C 3.04 -1.50 3.20
C 0.97 -0.18 2.78
C 0.32 -0.15 4.01
C -1.03 -0.12 3.71
N -1.17 -0.13 2.38
N 0.06 -0.17 1.80
B -2.47 -0.14 1.57
N -2.46 -1.39 0.66
C -3.19 -2.50 0.68
C -2.58 -3.44 -0.11
C -1.42 -2.82 -0.61
N -1.39 -1.57 -0.14
C -0.35 -3.51 -1.42
C 1.06 -3.22 -0.92
C -0.47 -3.35 -2.94
N -2.43 1.08 0.63
C -3.15 2.20 0.59
C -2.53 3.11 -0.24
C -1.37 2.47 -0.70
N -1.36 1.23 -0.18
C -0.28 3.06 -1.54
C -0.75 3.37 -2.96
C 0.28 4.31 -0.86
H 4.20 0.97 2.81
H 2.73 1.90 2.53
H 3.01 1.14 4.10
H 2.61 -0.32 1.45
H 2.91 -1.46 4.28
H 2.55 -2.41 2.84
H 4.10 -1.57 2.99
H 0.77 -0.15 4.99
H -1.89 -0.09 4.35
H -3.42 -0.12 2.28
H -4.09 -2.55 1.28
H -2.90 -4.45 -0.30
H -0.53 -4.57 -1.21
H 1.38 -2.19 -1.13
H 1.16 -3.40 0.15
H 1.77 -3.87 -1.44
H 0.17 -2.55 -3.33
H -0.13 -4.25 -3.44
H -1.50 -3.15 -3.25
H -4.05 2.28 1.17
H -2.86 4.10 -0.48
H 0.54 2.34 -1.58
H -1.52 4.14 -2.95
H 0.07 3.73 -3.57
H -1.19 2.50 -3.46
H -0.49 5.08 -0.78
H 0.64 4.08 0.14
H 1.10 4.72 -1.44
N 0.08 -0.04 -2.35
C 1.45 0.30 -2.84
C 2.40 0.69 -1.72
O 3.49 1.10 -2.00
O 1.95 0.52 -0.48
H -0.24 -0.90 -2.77
H -0.58 0.67 -2.65
H 1.42 1.12 -3.56
H 1.88 -0.57 -3.35

- Molecular weight: 605.55 g mol⁻¹
- HOMO-LUMO gap: 8.42 eV
- HOMO level: -12.143 eV
- F_max: 0.011 Eh/bohr
- Energy relative to the best compared isomer or geometry (same formula, charge and spin): 0.340 eV
- Total charge: +1
- Calculated total energy: -1444.20292 Eh

=====

No. 2
DFT (ωB97M-V/def2-TZVPD) results for a molecular structure, C54H135BF4KN9 in a non-equilibrium geometry.

Geometry (Å):
K -1.89 -4.40 -0.72
B 0.07 -0.72 0.01
F -0.35 -1.07 -1.27
F -0.69 -1.39 0.93
F 1.39 -1.16 0.08
F -0.08 0.60 0.26
C 0.21 6.40 -0.05
C -1.05 7.26 -0.41
N -0.77 8.69 -0.65
C 0.18 8.92 -1.74
C 0.70 10.38 -1.87
C -2.02 9.43 -0.89
C -2.99 9.38 0.27
H -0.10 5.43 0.33
H 0.78 6.84 0.77
H 0.92 6.27 -0.87
H -1.54 6.87 -1.30
H -1.76 7.11 0.40
H 1.04 8.26 -1.62
H -0.27 8.65 -2.69
H 1.06 10.78 -0.92
H 1.47 10.46 -2.64
H -0.15 11.01 -2.12
H -2.44 9.05 -1.83
H -1.87 10.49 -1.09
H -3.53 8.44 0.27
H -3.71 10.20 0.21
H -2.49 9.48 1.24
C -3.46 -4.02 3.88
C -3.35 -5.50 3.71
N -2.21 -5.89 2.91
C -0.92 -5.42 3.38
C -0.47 -6.01 4.70
C -2.14 -7.34 2.64
C -3.35 -7.86 1.82
H -3.50 -3.45 2.94
H -2.61 -3.63 4.44
H -4.36 -3.78 4.44
H -3.28 -5.97 4.69
H -4.27 -5.86 3.25
H -0.21 -5.75 2.63
H -0.92 -4.34 3.36
H -0.17 -7.05 4.57
H 0.42 -5.52 5.10
H -1.26 -5.96 5.44
H -2.11 -7.87 3.59
H -1.25 -7.69 2.11
H -4.24 -7.84 2.44
H -3.13 -8.90 1.59
H -3.51 -7.29 0.91
C 2.39 3.22 4.74
C 2.67 4.58 5.48
N 3.09 4.47 6.84
C 2.12 3.81 7.72
C 0.68 4.48 7.76
C 4.38 3.77 6.90
C 5.66 4.54 6.52
H 2.02 3.45 3.74
H 1.56 2.65 5.17
H 3.22 2.54 4.59
H 3.45 5.12 4.94
H 1.83 5.27 5.49
H 2.51 4.02 8.71
H 1.96 2.75 7.54
H 0.04 4.09 8.55
H 0.13 4.34 6.83
H 0.88 5.53 8.00
H 4.52 3.60 7.97
H 4.40 2.82 6.36
H 5.66 5.49 7.07
H 6.60 4.11 6.86
H 5.76 4.72 5.45
C 5.04 2.41 -3.45
C 4.68 0.92 -3.46
N 5.32 0.11 -4.52
C 6.77 0.18 -4.37
C 7.64 -0.53 -5.43
C 4.84 -1.27 -4.55
C 3.33 -1.33 -4.92
H 6.08 2.56 -3.16
H 4.36 3.01 -2.85
H 4.93 2.88 -4.43
H 4.78 0.54 -2.44
H 3.59 0.86 -3.55
H 7.11 1.21 -4.40
H 7.10 -0.21 -3.41
H 7.54 -1.61 -5.35
H 7.37 -0.23 -6.44
H 8.69 -0.28 -5.23
H 5.07 -1.84 -3.64
H 5.41 -1.80 -5.32
H 2.92 -2.30 -5.21
H 3.18 -0.70 -5.79
H 2.74 -0.96 -4.08
C -6.26 -0.71 -1.73
C -5.25 -1.88 -1.46
N -5.46 -3.14 -2.19
C -5.23 -2.79 -3.63
C -5.25 -4.03 -4.55
C -6.80 -3.69 -1.97
C -6.93 -4.24 -0.57
H -7.30 -0.96 -1.51
H -6.27 -0.27 -2.73
H -5.96 0.07 -1.03
H -4.25 -1.54 -1.72
H -5.24 -2.00 -0.38
H -6.00 -2.17 -4.07
H -4.24 -2.37 -3.79
H -4.63 -4.86 -4.22
H -6.27 -4.38 -4.66
H -4.90 -3.82 -5.56
H -6.90 -4.54 -2.65
H -7.55 -2.96 -2.28
H -7.90 -4.72 -0.47
H -6.97 -3.41 0.14
H -6.14 -4.95 -0.33
C -3.93 1.58 3.50
C -4.31 1.66 4.95
N -5.62 1.10 5.17
C -5.98 1.05 6.59
C -4.97 0.34 7.53
C -6.74 1.57 4.39
C -7.02 3.10 4.39
H -2.92 1.92 3.26
H -4.52 2.11 2.75
H -3.96 0.51 3.34
H -3.58 1.04 5.48
H -4.19 2.64 5.43
H -6.14 2.06 6.97
H -6.94 0.56 6.76
H -5.47 0.05 8.45
H -4.61 -0.58 7.08
H -4.07 0.92 7.75
H -7.63 0.99 4.65
H -6.56 1.26 3.36
H -7.74 3.38 3.62
H -6.12 3.66 4.19
H -7.35 3.43 5.38
C 0.28 6.09 -7.20
C -1.15 5.55 -7.26
N -1.35 4.19 -6.71
C -1.18 4.11 -5.23
C -1.78 2.78 -4.70
C -0.53 3.27 -7.46
C -0.87 3.19 -8.94
H 0.32 7.11 -7.58
H 0.97 5.40 -7.69
H 0.59 6.15 -6.15
H -1.79 6.26 -6.73
H -1.44 5.56 -8.31
H -1.63 4.99 -4.77
H -0.15 4.16 -4.88
H -1.05 1.98 -4.80
H -2.66 2.49 -5.27
H -2.01 2.90 -3.64
H 0.52 3.41 -7.22
H -0.73 2.28 -7.05
H -0.63 2.23 -9.41
H -1.92 3.34 -9.21
H -0.29 3.93 -9.50
C 6.81 -2.30 0.79
C 7.19 -2.86 2.12
N 6.98 -1.99 3.28
C 7.72 -0.73 3.33
C 9.16 -0.93 3.68
C 5.53 -1.75 3.42
C 4.65 -3.04 3.48
H 5.72 -2.30 0.73
H 7.24 -2.83 -0.05
H 7.24 -1.30 0.65
H 6.82 -3.88 2.21
H 8.26 -3.03 2.05
H 7.56 -0.15 2.43
H 7.47 -0.08 4.17
H 9.19 -1.36 4.68
H 9.74 -1.55 2.99
H 9.68 0.02 3.79
H 5.21 -1.15 2.57
H 5.27 -1.09 4.24
H 4.66 -3.61 2.55
H 3.63 -2.66 3.53
H 4.91 -3.60 4.37
C -1.85 -8.74 -3.84
C -0.49 -8.50 -3.16
N 0.02 -7.11 -3.16
C 1.26 -7.13 -2.43
C 1.74 -5.75 -1.99
C 0.00 -6.52 -4.47
C 0.95 -7.04 -5.55
H -2.56 -8.19 -3.22
H -2.14 -9.79 -3.87
H -1.99 -8.34 -4.84
H -0.63 -8.69 -2.10
H 0.24 -9.19 -3.59
H 1.10 -7.60 -1.46
H 2.04 -7.69 -2.96
H 0.98 -5.06 -1.64
H 2.44 -5.87 -1.16
H 2.22 -5.20 -2.80
H 0.31 -5.49 -4.31
H -1.03 -6.42 -4.82
H 1.97 -7.14 -5.17
H 0.85 -6.37 -6.40
H 0.60 -8.04 -5.80

- Molecular weight: 1036.64 g mol⁻¹
- HOMO-LUMO gap: 7.32 eV
- HOMO level: -7.952 eV
- F_max: 0.048 Eh/bohr
- Calculated total energy: -3655.52549 Eh

=====

No. 3
DFT (ωB97M-V/def2-TZVPD) results for 8 unconnected molecules or ions with the total composition C24H64O24S8 in a non-equilibrium geometry.

Geometry (Å):
O -3.89 4.52 2.52
S -2.54 4.25 2.97
O -1.88 4.90 4.08
O -2.32 2.63 3.11
C -1.10 2.08 3.62
C -1.16 0.65 3.94
C -1.44 4.47 1.42
H -0.97 2.66 4.54
H -0.17 2.32 3.10
H -2.00 0.32 4.55
H -0.28 0.40 4.54
H -1.11 -0.02 3.09
H -0.48 3.99 1.59
H -1.47 5.56 1.35
H -1.91 4.01 0.55
O 6.40 -1.46 3.46
S 5.20 -0.76 3.81
O 3.88 -1.30 3.68
O 5.35 -0.18 5.37
C 6.31 -0.56 6.23
C 6.18 -2.02 6.68
C 5.25 0.82 2.76
H 6.21 0.13 7.07
H 7.31 -0.49 5.80
H 6.37 -2.66 5.82
H 5.25 -2.23 7.20
H 6.87 -2.32 7.47
H 5.88 0.71 1.88
H 5.63 1.65 3.36
H 4.19 0.93 2.54
O -5.95 -2.34 -4.88
S -5.42 -2.44 -3.55
O -4.54 -1.40 -3.10
O -6.67 -2.69 -2.51
C -7.81 -3.35 -3.09
C -8.99 -3.72 -2.10
C -4.54 -3.98 -3.23
H -7.54 -4.14 -3.79
H -8.14 -2.56 -3.77
H -8.60 -4.17 -1.18
H -9.56 -4.54 -2.53
H -9.68 -2.91 -1.84
H -5.14 -4.89 -3.20
H -4.36 -4.02 -2.16
H -3.66 -4.16 -3.85
O -8.91 1.57 -0.53
S -7.54 2.08 -0.32
O -7.40 3.52 -0.38
O -7.00 1.53 1.13
C -5.72 1.91 1.50
C -5.41 0.96 2.67
C -6.46 1.23 -1.53
H -5.83 2.87 1.99
H -4.95 1.73 0.75
H -5.22 -0.08 2.40
H -6.09 1.04 3.51
H -4.39 1.20 3.00
H -6.90 0.27 -1.80
H -5.44 1.11 -1.17
H -6.49 1.79 -2.46
O -2.34 1.42 -0.53
S -1.40 0.38 -0.93
O -0.59 0.36 -2.15
O -0.39 0.04 0.37
C 0.64 0.94 0.52
C 1.69 0.50 1.46
C -2.27 -1.26 -0.76
H 0.25 1.89 0.87
H 1.14 1.23 -0.41
H 1.12 0.07 2.28
H 2.33 1.35 1.72
H 2.40 -0.21 1.03
H -3.02 -1.10 0.02
H -1.55 -2.06 -0.58
H -2.72 -1.32 -1.75
O 1.95 6.06 3.92
S 2.50 5.17 2.88
O 1.86 3.93 2.60
O 2.51 5.97 1.42
C 2.47 5.27 0.15
C 3.78 5.29 -0.56
C 4.38 4.89 3.03
H 1.64 5.67 -0.43
H 2.34 4.19 0.29
H 4.48 4.49 -0.29
H 4.31 6.19 -0.26
H 3.71 5.25 -1.65
H 4.67 4.33 2.14
H 4.31 4.38 3.99
H 4.82 5.88 2.98
O 8.21 -2.27 -1.81
S 7.48 -3.36 -1.09
O 8.10 -4.08 -0.01
O 6.05 -2.63 -0.56
C 5.33 -3.48 0.40
C 4.02 -2.76 0.63
C 6.64 -4.41 -2.23
H 5.82 -3.39 1.36
H 5.04 -4.44 -0.02
H 3.66 -3.39 1.44
H 3.39 -2.58 -0.24
H 4.11 -1.83 1.20
H 7.41 -4.62 -2.97
H 5.83 -3.91 -2.77
H 6.22 -5.32 -1.81
O -0.16 -3.24 -8.06
S 0.45 -2.12 -7.33
O 0.36 -0.71 -7.72
O 0.13 -2.26 -5.70
C -0.87 -1.42 -5.15
C -2.20 -2.21 -5.49
C 2.35 -2.51 -7.32
H -0.89 -0.37 -5.43
H -0.71 -1.41 -4.08
H -3.02 -1.85 -4.87
H -2.19 -3.30 -5.41
H -2.42 -2.00 -6.54
H 2.74 -2.29 -8.31
H 2.23 -3.58 -7.12
H 2.67 -1.88 -6.49

- Molecular weight: 993.29 g mol⁻¹
- Multiplicity: 2
- ⟨S²⟩: 0.76
- HOMO-LUMO gap (alpha / beta): 9.59 / 2.28 eV
- HOMO level (alpha / beta): -12.265 / -12.265 eV
- F_max: 0.097 Eh/bohr
- Energy relative to the best compared isomer or geometry (same formula, charge and spin): 0.122 eV
- Total charge: +1
- Calculated total energy: -5943.39488 Eh

=====

- Among the records above, which one has the highest molecular weight?
  C54H135BF4KN9